Record 1
Below is a molecular structure, C8H8NiO5S4SbTe in a non-equilibrium geometry, with properties calculated with wB97M-V/def2-TZVPD.

## Properties
Kohn-Sham gap (spin up / spin down): 5.33 / 5.48 eV
E_LUMO (spin up / spin down): 0.151 / 0.151 Eh
DFT total energy: -4295.252711 Ha
ΔE to the lowest compared entry with this formula, charge and spin: 147.8 kJ/mol
<S²>: 0.82
HOMO (spin up / spin down): -1.222 / -1.378 eV

Geometry as ORCA input:
```
! RIJCOSX wB97M-V def2-TZVPD def2/J DEFGRID3
* xyz -2 2
Ni -0.42 0.19 0.23
O -3.24 -1.44 1.86
C -2.33 -1.57 0.95
O -1.13 -1.45 1.19
C -2.81 -1.92 -0.46
O -2.12 -1.12 -1.40
C -2.87 0.01 -1.83
C -3.21 1.00 -0.68
O -4.27 1.61 -0.76
O -2.33 1.06 0.24
H -2.80 -0.91 2.64
H -3.89 -1.79 -0.53
H -2.54 -2.96 -0.67
H -3.80 -0.32 -2.32
H -2.24 0.53 -2.55
S 0.15 3.31 3.45
Sb -0.48 1.35 2.48
S -2.04 0.38 3.88
S 0.59 1.80 -0.70
Te 1.78 -1.10 0.56
C 3.62 -0.36 -0.16
C 3.98 0.91 -0.49
C 5.33 1.04 -0.90
C 6.00 -0.15 -0.89
S 4.97 -1.43 -0.38
H 3.27 1.73 -0.44
H 5.79 1.97 -1.19
H 7.03 -0.35 -1.13
*
```

=====

Record 2
Below is C4H6F2N2 in the gas phase in a non-equilibrium geometry, with properties calculated with wB97M-V/def2-TZVPD.

## Properties
Kohn-Sham gap: 10.67 eV
E_LUMO: 0.021 Eh
SMILES: C=N/N=C(\C)C(F)F
DFT total energy: -465.090806 Ha
ΔE to the lowest compared entry with this formula, charge and spin: 421.9 kJ/mol
HOMO: -10.090 eV

Geometry as ORCA input:
```
! RIJCOSX wB97M-V def2-TZVPD def2/J DEFGRID3
* xyz 0 1
C -0.13 1.47 -0.30
C 0.46 -0.05 -0.30
C -1.98 -0.88 0.78
C 1.83 -0.47 -0.28
H 0.76 2.31 -0.31
H -1.04 1.52 -1.17
H -0.74 1.75 0.70
H -2.98 -0.82 0.77
H -1.29 -1.11 1.67
H 2.30 -0.06 -1.07
N -0.19 -1.15 -0.43
N -1.52 -0.81 -0.52
F 1.89 -1.80 -0.21
F 2.63 0.13 0.67
*
```

=====

Record 3
Below is 2 unconnected molecules or ions with the total composition C8H17BrN2O3 in a non-equilibrium geometry, with properties calculated with wB97M-V/def2-TZVPD.

## Properties
Kohn-Sham gap: 9.64 eV
E_LUMO: 0.013 Eh
SMILES: CNC(=O)[C@H](C)NC(C)=O.OCCBr
DFT total energy: -3224.303360 Ha
HOMO: -9.292 eV

Geometry as ORCA input:
```
! RIJCOSX wB97M-V def2-TZVPD def2/J DEFGRID3
* xyz 0 1
O 1.10 0.23 -2.60
O 0.18 3.61 0.26
Br -0.56 -0.73 3.16
O -1.75 -4.72 2.94
C 0.08 -0.15 -2.04
C 0.48 2.67 -0.48
N 0.88 2.87 -1.74
N -0.31 0.25 -0.83
C -0.83 -1.14 -2.73
C 1.04 4.17 -2.37
C -0.43 -2.70 3.01
C -1.83 -3.30 3.05
C 1.68 0.66 0.56
C 0.34 1.23 0.06
H -1.31 -5.10 3.72
H 1.12 2.04 -2.27
H -1.17 -0.15 -0.49
H -0.40 -1.41 -3.69
H -1.81 -0.69 -2.89
H -0.93 -2.03 -2.12
H 1.43 4.05 -3.38
H 0.08 4.68 -2.42
H 1.73 4.78 -1.79
H 0.06 -2.97 2.07
H 0.16 -3.10 3.84
H -2.34 -3.02 3.98
H -2.42 -2.91 2.21
H 1.53 -0.33 0.98
H 2.09 1.31 1.33
H 2.39 0.59 -0.26
H -0.30 1.31 0.94
*
```

=====

Record 4
Below is 2 unconnected molecules or ions with the total composition C8H6ClFO in a non-equilibrium geometry, with properties calculated with wB97M-V/def2-TZVPD.

## Properties
Kohn-Sham gap (spin up / spin down): 8.32 / 8.32 eV
E_LUMO (spin up / spin down): 0.009 / 0.009 Eh
DFT total energy: -943.610932 Ha
ΔE to the lowest compared entry with this formula, charge and spin: 241.1 kJ/mol
HOMO (spin up / spin down): -8.070 / -8.069 eV

Geometry as ORCA input:
```
! RIJCOSX wB97M-V def2-TZVPD def2/J DEFGRID3
* xyz 0 1
C 1.83 0.39 1.35
C 0.91 1.36 1.19
C 1.59 -0.95 1.10
C -0.27 1.11 0.56
C 0.35 -1.24 0.51
C -0.58 -0.26 0.23
C -0.82 -0.03 -2.58
C -1.81 -0.43 -0.55
O 0.30 0.34 -2.55
F -2.75 0.47 -0.48
Cl -2.60 -2.06 -0.57
H 2.76 0.77 1.80
H 1.22 2.42 1.63
H 2.49 -1.39 1.28
H -1.14 1.79 0.29
H 0.10 -2.18 0.13
H -1.58 -0.09 -3.35
*
```

=====

> Look up the DFT total energy of the second one.

-465.090806 Ha

=====

> Among the records above, which one has the highest DFT total energy?

C4H6F2N2